Record 1
{
  "formula": "C20H35Cl15O15",
  "method": "ωB97M-V/def2-TZVPD",
  "symbols": ["C", "Cl", "Cl", "Cl", "H", "C", "Cl", "Cl", "Cl", "H", "C", "Cl", "Cl", "Cl", "H", "C", "Cl", "Cl", "Cl", "H", "C", "Cl", "Cl", "Cl", "H", "C", "O", "C", "O", "O", "C", "H", "H", "H", "H", "H", "H", "C", "O", "C", "O", "O", "C", "H", "H", "H", "H", "H", "H", "C", "O", "C", "O", "O", "C", "H", "H", "H", "H", "H", "H", "C", "O", "C", "O", "O", "C", "H", "H", "H", "H", "H", "H", "C", "O", "C", "O", "O", "C", "H", "H", "H", "H", "H", "H"],
  "xyz": [[-19.253, 4.313, 2.623], [-18.218, 4.956, 3.898], [-20.366, 3.109, 3.235], [-18.251, 3.632, 1.316], [-19.815, 5.121, 2.173], [-24.156, 10.729, 4.046], [-25.467, 11.309, 3.008], [-24.167, 11.563, 5.597], [-22.605, 10.924, 3.232], [-24.322, 9.673, 4.227], [-19.848, 9.194, 6.984], [-18.759, 10.575, 7.176], [-18.953, 7.733, 6.576], [-21.039, 9.497, 5.732], [-20.323, 9.060, 7.946], [-25.239, 6.706, 7.360], [-24.296, 5.250, 7.067], [-24.303, 8.135, 6.864], [-25.763, 6.819, 9.027], [-26.113, 6.695, 6.723], [-20.552, 3.620, 9.230], [-19.692, 4.384, 10.534], [-19.995, 1.982, 8.932], [-20.453, 4.556, 7.719], [-21.612, 3.575, 9.436], [-22.653, 3.982, 0.069], [-22.894, 3.733, 1.460], [-24.110, 3.997, 1.893], [-25.039, 4.376, 1.227], [-24.116, 3.771, 3.207], [-25.320, 4.061, 3.904], [-22.780, 5.040, -0.149], [-23.294, 3.367, -0.557], [-21.617, 3.693, -0.096], [-25.304, 3.455, 4.806], [-26.204, 3.809, 3.319], [-25.389, 5.109, 4.185], [-30.012, 4.479, 5.228], [-29.732, 5.667, 4.490], [-28.505, 6.141, 4.648], [-27.684, 5.672, 5.393], [-28.367, 7.200, 3.864], [-27.096, 7.829, 3.789], [-30.953, 4.104, 4.849], [-30.033, 4.697, 6.297], [-29.221, 3.738, 5.091], [-27.264, 8.829, 3.396], [-26.433, 7.358, 3.059], [-26.592, 7.824, 4.752], [-23.986, 5.289, -4.932], [-23.684, 6.679, -4.826], [-23.033, 7.028, -3.720], [-22.624, 6.277, -2.875], [-22.915, 8.350, -3.699], [-22.079, 8.857, -2.655], [-23.078, 4.687, -4.971], [-24.525, 5.167, -5.867], [-24.599, 4.960, -4.095], [-22.378, 8.480, -1.679], [-22.217, 9.934, -2.672], [-21.038, 8.613, -2.858], [-23.992, 7.515, 1.097], [-22.812, 7.028, 1.711], [-22.889, 6.831, 3.028], [-23.900, 6.854, 3.682], [-21.688, 6.495, 3.465], [-21.656, 5.968, 4.801], [-24.825, 6.824, 1.226], [-23.812, 7.638, 0.032], [-24.275, 8.504, 1.470], [-20.642, 5.670, 5.024], [-22.351, 5.132, 4.859], [-21.996, 6.735, 5.497], [-22.963, 2.197, 5.806], [-22.600, 1.584, 7.048], [-23.349, 0.548, 7.414], [-24.190, 0.027, 6.739], [-22.999, 0.183, 8.647], [-23.762, -0.888, 9.184], [-23.994, 2.550, 5.844], [-22.864, 1.491, 4.984], [-22.285, 3.036, 5.687], [-23.402, -1.054, 10.194], [-23.652, -1.799, 8.597], [-24.822, -0.632, 9.205]],
  "forces_ev_per_angstrom": [[0.304, -0.083, -0.430], [-0.045, 0.034, 0.011], [0.005, -0.076, 0.141], [-0.094, 0.025, 0.125], [-0.105, 0.092, 0.213], [-0.124, 0.020, -0.012], [-0.004, -0.037, 0.022], [-0.007, -0.014, -0.027], [-0.017, -0.059, -0.084], [0.053, -0.032, 0.006], [0.300, 0.034, -0.023], [-0.001, -0.008, -0.073], [0.146, -0.078, 0.151], [-0.129, 0.177, 0.071], [-0.220, -0.156, -0.064], [0.047, 0.286, -0.436], [-0.021, -0.115, 0.160], [0.012, 0.044, 0.219], [0.026, 0.020, 0.138], [-0.069, -0.288, 0.014], [-0.427, -0.256, -0.794], [0.111, 0.178, 0.209], [0.194, -0.088, 0.183], [0.160, 0.169, 0.053], [0.000, -0.035, 0.334], [0.221, -0.006, -0.035], [0.434, -0.126, -0.267], [-0.216, 0.078, 0.247], [-0.127, 0.093, -0.025], [0.138, -0.009, 0.040], [-0.757, -0.020, 0.247], [-0.086, -0.063, -0.099], [-0.147, 0.095, 0.030], [-0.007, 0.040, 0.042], [-0.071, 0.074, -0.116], [0.138, -0.099, -0.124], [0.230, 0.024, -0.104], [0.457, -0.230, 0.327], [-0.156, 0.025, -0.256], [-0.132, 0.127, -0.119], [0.531, 0.060, 0.192], [-0.305, -0.049, -0.226], [0.608, 0.109, -0.325], [-0.150, 0.034, 0.097], [-0.286, 0.033, -0.055], [-0.083, 0.048, -0.194], [-0.177, 0.121, 0.395], [-0.184, -0.438, 0.157], [-0.040, 0.199, 0.042], [0.049, -0.313, -0.103], [-0.079, 0.131, -0.012], [-0.069, -0.017, -0.080], [0.085, -0.260, 0.197], [0.046, 0.133, -0.057], [-0.063, 0.332, 0.039], [0.032, 0.092, 0.099], [-0.067, 0.101, 0.020], [0.005, 0.027, 0.013], [0.038, -0.155, -0.063], [0.037, -0.005, -0.071], [-0.002, -0.076, 0.085], [-0.910, 0.437, -0.303], [0.367, 0.296, 0.007], [0.009, -0.728, -0.322], [-0.176, 0.505, 0.131], [0.520, -0.073, -0.043], [-0.795, 0.256, 0.247], [0.102, -0.026, 0.068], [0.339, -0.263, 0.014], [0.125, -0.116, 0.246], [0.150, 0.013, -0.191], [0.153, -0.067, 0.000], [0.111, -0.041, 0.039], [-0.075, -0.134, -0.034], [0.069, 0.279, 0.221], [0.241, 0.095, -0.058], [-0.439, -0.205, -0.178], [0.199, 0.201, 0.001], [-0.417, -0.340, 0.084], [0.138, -0.116, 0.098], [0.032, 0.032, -0.013], [0.056, -0.044, -0.025], [0.094, 0.074, 0.012], [0.115, 0.061, -0.064], [0.053, 0.042, 0.013]],
  "lowdin_charge": [-1.53, 0.55, 0.61, 0.52, 0.01, -1.56, 0.54, 0.53, 0.53, -0.03, -1.53, 0.54, 0.53, 0.53, 0.02, -1.52, 0.61, 0.54, 0.56, -0.03, -1.55, 0.56, 0.57, 0.53, 0.01, -0.01, -0.04, -0.63, 0.13, -0.01, -0.06, 0.08, 0.10, 0.09, 0.06, 0.10, 0.06, -0.03, 0.02, -0.61, 0.10, 0.03, -0.03, 0.09, 0.10, 0.10, 0.08, 0.08, 0.07, -0.04, 0.01, -0.63, 0.12, 0.01, -0.03, 0.10, 0.09, 0.10, 0.08, 0.10, 0.10, -0.04, 0.01, -0.61, 0.09, 0.00, -0.11, 0.08, 0.08, 0.09, 0.01, 0.05, 0.04, -0.05, -0.04, -0.63, 0.14, -0.01, -0.04, 0.06, 0.11, 0.05, 0.09, 0.10, 0.10],
  "total_charge": 0,
  "fmax_ev_per_a": 1.05,
  "smiles": "COC(=O)OC.COC(=O)OC.COC(=O)OC.COC(=O)OC.COC(=O)OC.ClC(Cl)Cl.ClC(Cl)Cl.ClC(Cl)Cl.ClC(Cl)Cl.ClC(Cl)Cl",
  "homo_energy_ev": -10.882,
  "orbital_gap_ev": 11.22
}

---

Record 2
{
  "formula": "C11H23AuClINO2P",
  "method": "ωB97M-V/def2-TZVPD",
  "symbols": ["C", "I", "H", "H", "H", "Au", "P", "C", "C", "H", "H", "H", "C", "H", "H", "H", "H", "H", "H", "C", "O", "Cl", "O", "C", "C", "C", "C", "C", "C", "N", "H", "H", "H", "H", "H", "H", "H", "H", "H", "H", "H"],
  "xyz": [[-0.765, 0.081, 2.172], [-0.388, -3.479, -0.596], [-0.444, 1.153, 2.038], [0.008, -0.483, 2.587], [-1.694, 0.102, 2.691], [-0.531, 1.509, -0.915], [-2.344, 2.445, -1.854], [-3.778, 1.090, -1.641], [-1.743, 3.582, -0.319], [-0.006, 2.548, -2.718], [-1.208, 2.887, -4.261], [-0.614, 1.284, -3.622], [-0.988, 2.309, -3.331], [-0.591, 3.581, -0.303], [-2.228, 4.567, -0.323], [-4.758, 1.511, -2.007], [-3.863, 0.763, -0.552], [-1.866, 3.094, 0.690], [-3.536, 0.118, -2.191], [-0.659, -1.051, -0.028], [-1.151, -1.408, 1.117], [1.267, 2.698, -1.310], [1.211, -1.398, 1.808], [2.282, -1.915, 1.501], [3.011, -2.942, 2.290], [3.775, -4.168, 1.690], [4.998, -3.802, 0.771], [4.899, -2.683, -0.337], [4.452, -1.424, 0.428], [2.960, -1.396, 0.445], [3.541, -2.468, 3.143], [2.174, -3.345, 2.871], [4.160, -4.714, 2.600], [3.084, -4.765, 1.047], [5.907, -3.637, 1.359], [5.281, -4.738, 0.291], [5.847, -2.658, -0.909], [4.210, -3.117, -1.081], [4.746, -1.618, 1.499], [4.820, -0.407, 0.018], [2.550, -0.429, 0.300]],
  "forces_ev_per_angstrom": [[-1.005, 0.806, 1.734], [0.167, -0.007, -0.329], [-0.218, -1.181, -1.931], [0.770, -0.681, 0.837], [-0.885, -0.530, 0.053], [0.231, -5.433, 2.263], [-0.169, -0.785, -0.528], [0.206, -0.333, 0.341], [0.580, -0.110, 0.876], [-2.195, 1.094, -2.500], [-0.096, -0.246, 1.042], [-1.534, 0.473, 0.238], [1.182, 0.140, 0.144], [-1.986, 1.430, -0.638], [0.183, -0.328, -0.195], [1.130, -0.359, 0.401], [0.129, 0.936, -1.257], [-0.960, 0.322, -1.075], [-0.009, 1.675, 0.297], [-2.361, -2.045, 5.149], [2.056, 4.618, -4.939], [3.374, 1.132, 0.487], [-0.004, -0.969, -0.021], [2.585, 0.853, -0.903], [-1.398, -1.572, 1.770], [0.598, 1.417, -0.616], [0.834, -0.732, -0.234], [0.088, -1.747, 0.851], [-0.006, 0.262, -0.584], [-0.704, 2.511, 0.190], [0.213, 0.189, -0.851], [0.023, -0.448, 0.074], [-0.584, 0.165, -1.300], [0.346, 0.220, 0.907], [-0.308, 0.483, 0.327], [-0.173, -0.172, -0.299], [-0.259, 0.441, 0.782], [-0.349, 0.977, 0.191], [0.266, 0.958, -1.181], [-0.534, -1.815, 0.774], [0.775, -1.611, -0.344]],
  "lowdin_spin": [0.02, 0.92, 0.00, 0.00, 0.00, 0.24, 0.41, 0.06, 0.04, 0.00, 0.00, 0.01, 0.04, 0.00, 0.01, 0.01, 0.01, 0.01, 0.00, 0.03, 0.06, 0.10, 0.01, 0.00, 0.00, 0.00, 0.00, 0.00, 0.00, 0.00, 0.00, 0.00, 0.00, 0.00, 0.00, 0.00, 0.00, 0.00, 0.00, 0.00, 0.00],
  "spin_multiplicity": 3,
  "relative_energy_kj_mol": 560.0,
  "total_charge": 2,
  "s2": 2.019,
  "fmax_ev_per_a": 7.07,
  "homo_energy_ev": [-15.285, -15.275],
  "orbital_gap_ev": [6.94, 4.99]
}

---

Record 3
{
  "formula": "C3H2N2",
  "method": "ωB97M-V/def2-TZVPD",
  "symbols": ["C", "C", "C", "N", "N", "H", "H"],
  "xyz": [[-1.173, 0.085, -1.114], [1.061, 0.438, 0.403], [0.218, -0.391, 0.977], [-1.655, -0.423, -2.004], [-0.368, 0.752, 0.327], [1.973, 0.844, 0.017], [-0.055, -1.305, 1.394]],
  "forces_ev_per_angstrom": [[2.770, 2.296, 3.857], [-1.581, -1.817, 0.747], [2.670, 2.448, -1.465], [-1.141, -1.050, -1.859], [-2.342, -0.818, -2.032], [0.094, -0.047, 0.009], [-0.470, -1.012, 0.742]],
  "lowdin_charge": [-0.19, -0.01, -0.05, 0.05, 0.00, 0.10, 0.10],
  "relative_energy_kj_mol": 455.9,
  "total_charge": 0,
  "fmax_ev_per_a": 5.27,
  "smiles": "N#CN1C=C1",
  "homo_energy_ev": -9.722,
  "orbital_gap_ev": 10.06
}

---

Record 4
{
  "formula": "C8H12B2F8LiO6",
  "method": "ωB97M-V/def2-TZVPD",
  "symbols": ["Li", "B", "F", "F", "F", "F", "B", "F", "F", "F", "F", "C", "C", "C", "O", "C", "O", "O", "H", "H", "H", "H", "H", "H", "C", "C", "C", "O", "C", "O", "O", "H", "H", "H", "H", "H", "H"],
  "xyz": [[1.106, 1.976, -0.127], [0.860, -1.076, -0.913], [0.216, -1.863, -1.908], [2.135, -1.575, -0.657], [0.945, 0.274, -1.403], [0.104, -1.103, 0.285], [2.853, 3.139, -1.057], [1.834, 3.898, -0.405], [2.306, 2.652, -2.251], [3.998, 3.891, -1.260], [3.103, 2.036, -0.185], [-0.067, -2.455, 4.101], [0.904, -1.332, 3.876], [2.078, -1.628, 2.931], [2.200, -0.420, 2.178], [1.069, 0.283, 2.285], [0.817, 1.237, 1.626], [0.242, -0.251, 3.205], [-0.986, -2.077, 4.541], [0.391, -3.213, 4.739], [-0.314, -2.931, 3.150], [1.308, -0.949, 4.821], [1.859, -2.439, 2.232], [3.017, -1.802, 3.449], [-3.632, -0.746, -2.572], [-2.288, -0.086, -2.546], [-2.146, 1.087, -3.526], [-1.402, 2.056, -2.771], [-1.429, 1.724, -1.469], [-0.932, 2.383, -0.604], [-2.101, 0.589, -1.271], [-4.444, -0.018, -2.585], [-3.790, -1.408, -1.721], [-3.713, -1.382, -3.461], [-1.464, -0.796, -2.615], [-3.111, 1.538, -3.746], [-1.527, 0.788, -4.366]],
  "forces_ev_per_angstrom": [[-0.176, -0.218, -0.133], [0.170, -0.110, -0.163], [0.069, 0.225, 0.295], [-0.151, 0.031, -0.072], [-0.251, -0.342, 0.457], [-0.013, -0.091, -0.292], [0.339, 0.170, -0.291], [-0.063, -0.094, 0.100], [0.163, 0.108, 0.130], [-0.099, -0.044, 0.031], [-0.089, 0.104, -0.131], [0.115, -0.277, -0.292], [0.444, 0.162, -0.166], [-0.262, 0.038, -0.201], [0.122, 0.018, 0.347], [0.057, -0.730, -0.338], [-0.253, 0.726, 0.206], [0.088, 0.213, 0.108], [0.012, -0.050, 0.186], [-0.123, 0.037, 0.118], [-0.040, 0.100, -0.010], [-0.225, 0.046, 0.028], [0.018, 0.035, 0.038], [0.014, -0.066, 0.009], [-0.346, -0.524, -0.164], [0.029, 0.539, 0.459], [0.647, -0.318, 0.896], [0.005, -0.063, -0.090], [0.111, -0.058, -0.094], [0.060, 0.108, 0.099], [-0.188, -0.138, -0.115], [0.032, 0.069, -0.012], [0.208, 0.083, 0.097], [-0.004, 0.184, -0.002], [-0.048, -0.027, -0.163], [-0.043, -0.111, -0.492], [-0.330, 0.265, -0.382]],
  "lowdin_charge": [0.71, -1.19, 0.08, 0.13, 0.07, 0.11, -1.25, 0.05, 0.11, 0.13, 0.06, -0.03, -0.32, -0.07, 0.09, -0.57, 0.11, 0.10, 0.08, 0.09, 0.09, 0.15, 0.14, 0.13, -0.03, -0.29, -0.06, 0.08, -0.58, 0.12, 0.10, 0.08, 0.09, 0.09, 0.14, 0.13, 0.14],
  "relative_energy_kj_mol": 0.0,
  "total_charge": -1,
  "fmax_ev_per_a": 1.15,
  "homo_energy_ev": -8.258,
  "orbital_gap_ev": 10.97
}

---

Number 2 is which compound?
C11H23AuClINO2P